ORCA calculation (wB97M-V/def2-TZVPD) on a 2-piece molecular cluster, C16H26N3O4 overall.

- Frontier orbital gap: 7.5 eV
- Net charge: +1
- HOMO energy: -11.10 eV
- DFT total energy: -29664.447 eV

Positions of all 49 atoms, in Å:
C  2.92199  -0.06686  1.61357
C  3.48280  -1.45667  1.92168
O  2.67648  -2.17386  2.87479
C  3.70941  -2.30585  0.67940
N  2.56811  -2.34427  -0.24380
C  1.66230  -3.45288  -0.00737
C  0.50876  -3.41403  -0.99272
O  -0.07804  -2.10223  -1.02890
C  -1.39617  -1.98955  -0.71374
N  -1.60214  -2.35187  0.76317
C  -2.23236  -1.23548  1.55957
C  -1.36976  -0.01150  1.35266
O  -1.25165  0.34671  -0.01949
C  -1.81698  -0.52130  -0.93048
O  -1.39081  -0.18695  -2.23805
C  -0.29074  0.49348  -2.36989
N  0.68365  1.07876  -2.53687
H  2.07217  0.15936  2.26153
H  3.66162  0.70604  1.80678
H  2.58594  0.01274  0.58214
H  4.45569  -1.34235  2.40064
H  1.84154  -1.71122  2.97567
H  4.55739  -1.87690  0.14552
H  3.98742  -3.31642  0.99221
H  2.91245  -2.38918  -1.19470
H  1.27390  -3.34730  1.01098
H  2.15147  -4.42916  -0.09172
H  0.86650  -3.63836  -1.99770
H  -0.24456  -4.16610  -0.74429
H  -2.04048  -2.63710  -1.31697
H  -0.68847  -2.54425  1.18184
H  -2.17184  -3.19373  0.84185
H  -2.21028  -1.51193  2.61136
H  -3.26296  -1.12074  1.23908
H  -0.36153  -0.22636  1.72197
H  -1.75822  0.84110  1.90330
H  -2.90596  -0.42937  -0.95920
C  -1.50877  3.54072  -0.81795
C  -2.55758  4.22544  -0.21884
C  -2.82817  5.53586  -0.58628
C  -2.04998  6.15887  -1.55182
C  -1.00202  5.47300  -2.15049
C  -0.73096  4.16215  -1.78513
H  -1.28711  2.52059  -0.52551
H  -3.16319  3.74193  0.53800
H  -3.64242  6.07292  -0.11792
H  -2.26060  7.18095  -1.83741
H  -0.39685  5.95991  -2.90355
H  0.08834  3.62509  -2.24394

Charges obtained by Mulliken population analysis, quoted in units of e:
1. C -1.123
2. C 0.300
3. O -0.582
4. C -1.011
5. N -0.085
6. C -0.648
7. C -0.686
8. O -0.227
9. C -0.213
10. N 0.059
11. C -0.876
12. C -0.011
13. O -0.333
14. C -0.108
15. O -0.407
16. C 0.693
17. N -0.519
18. H 0.232
19. H 0.329
20. H 0.280
21. H 0.381
22. H 0.298
23. H 0.471
24. H 0.364
25. H 0.222
26. H 0.286
27. H 0.406
28. H 0.400
29. H 0.397
30. H 0.508
31. H 0.236
32. H 0.436
33. H 0.472
34. H 0.356
35. H -0.064
36. H 0.432
37. H 0.294
38. C 0.371
39. C -0.463
40. C -0.438
41. C -0.447
42. C -0.422
43. C -0.575
44. H 0.157
45. H 0.325
46. H 0.371
47. H 0.372
48. H 0.380
49. H 0.410

ORCA calculation (wB97M-V/def2-TZVPD) on C20H29N11O9PSSc as an isolated structure at a distorted geometry.

- Frontier orbital gap: 6.5 eV
- Net charge: +2
- ΔE to the lowest compared entry with this formula, charge and spin: 46.1 kJ/mol
- HOMO energy: -14.39 eV
- DFT total energy: -96835.386 eV

Positions of all 72 atoms, in Å:
Sc  -0.75298  0.85601  0.58765
C  0.11814  -1.70424  4.47344
C  0.07119  -0.76052  3.31905
N  -1.01504  -0.49019  2.67376
N  -2.08377  -1.29936  3.06862
C  -3.27659  -0.85827  3.16284
N  -4.27827  -1.63391  3.61552
S  -3.85117  0.83025  2.83325
C  1.30561  -0.07339  2.85130
C  2.55077  -0.39167  3.36078
C  3.66662  0.31282  2.91558
C  3.49438  1.31354  1.98735
C  2.21567  1.55645  1.49607
N  1.14755  0.87338  1.90644
H  -0.76636  -1.58593  5.09345
H  0.99684  -1.54825  5.08802
H  0.11980  -2.73414  4.10625
H  -4.05847  -2.55148  3.97045
H  -5.24266  -1.35081  3.58433
H  2.66952  -1.16788  4.09974
H  4.64729  0.08104  3.30948
H  4.32186  1.91175  1.63290
H  2.02707  2.34013  0.77964
O  -2.71766  1.99908  0.90323
N  -2.88167  0.93319  1.47682
C  2.86571  -1.82071  -0.37454
N  1.73250  -2.66240  -0.74695
C  2.11783  -3.84326  -1.53189
P  0.21951  -2.08695  -0.97604
O  0.16353  -0.73505  -0.24126
N  -0.80754  -3.20769  -0.38423
C  -0.47187  -3.98210  0.81256
C  -2.24758  -2.96331  -0.48786
N  -0.24422  -1.85891  -2.52182
C  0.37386  -0.76541  -3.27562
C  -0.74506  -2.91935  -3.40179
H  3.56561  -2.41223  0.21747
H  2.52636  -0.98188  0.22600
H  3.39048  -1.44402  -1.25748
H  2.84548  -4.42626  -0.96781
H  2.56129  -3.55675  -2.48944
H  1.25166  -4.47868  -1.71766
H  0.59109  -4.20299  0.84714
H  -1.02562  -4.92032  0.78554
H  -0.76186  -3.44157  1.72144
H  -2.49507  -2.42811  -1.40165
H  -2.60260  -2.38799  0.37718
H  -2.77480  -3.91725  -0.49593
H  0.77766  -0.00944  -2.60384
H  -0.37441  -0.29735  -3.91497
H  1.18658  -1.14199  -3.90219
H  -1.10670  -3.76656  -2.82442
H  0.04600  -3.26727  -4.07040
H  -1.56440  -2.52491  -4.00405
O  -0.29597  7.58154  -3.67358
N  -0.73298  6.47464  -3.90839
O  -1.31348  6.11875  -4.91338
C  -0.56211  5.45670  -2.84480
C  0.08376  5.80714  -1.67222
C  0.26282  4.84362  -0.70425
C  -0.23208  3.52382  -0.81891
O  -0.11101  2.65318  0.14693
C  -0.90207  3.25569  -2.03812
C  -1.06721  4.19625  -3.04910
N  -1.51096  1.95691  -2.30759
O  -2.03715  1.76486  -3.36193
O  -1.45724  1.04229  -1.45274
N  1.00503  5.27366  0.50131
O  0.73709  6.36772  0.93897
O  1.83804  4.50601  0.95400
H  0.45238  6.81208  -1.51866
H  -1.57796  3.95827  -3.96902

Charges obtained by Mulliken population analysis, quoted in units of e:
1. Sc 0.503
2. C -1.579
3. C 0.201
4. N 1.135
5. N -1.139
6. C 0.691
7. N -0.464
8. S -0.056
9. C 0.939
10. C -0.675
11. C -0.847
12. C -0.911
13. C -0.228
14. N 0.133
15. H 0.406
16. H 0.508
17. H 0.305
18. H 0.235
19. H 0.199
20. H 0.377
21. H 0.472
22. H 0.518
23. H 0.700
24. O -0.472
25. N 0.527
26. C -0.528
27. N 0.382
28. C -1.067
29. P -0.732
30. O 1.172
31. N 0.151
32. C -0.790
33. C -0.763
34. N 0.567
35. C -1.101
36. C -1.104
37. H 0.355
38. H -0.147
39. H 0.276
40. H 0.404
41. H 0.303
42. H 0.348
43. H 0.301
44. H 0.401
45. H 0.076
46. H 0.348
47. H -0.080
48. H 0.421
49. H 0.142
50. H 0.388
51. H 0.356
52. H 0.389
53. H 0.315
54. H 0.353
55. O -0.586
56. N 1.040
57. O -0.590
58. C -0.695
59. C -0.720
60. C -0.396
61. C 0.744
62. O -0.358
63. C 0.262
64. C -0.364
65. N 0.899
66. O -0.556
67. O -0.449
68. N 0.880
69. O -0.526
70. O -0.553
71. H 0.640
72. H 0.717

ORCA calculation (wB97M-V/def2-TZVPD) on C44H41FN3O5V as an isolated structure.

- Frontier orbital gap: 5.1 eV
- Net charge: +2
- ΔE to the lowest compared entry with this formula, charge and spin: 48.2 kJ/mol
- HOMO energy: -13.69 eV
- DFT total energy: -89393.605 eV

Positions of all 95 atoms, in Å:
V  -1.83112  -0.06408  1.44043
C  1.99191  0.34607  -3.44114
C  1.13001  1.41882  -2.80975
C  1.24353  2.75198  -3.49931
O  -0.23936  1.03351  -2.77710
C  -0.39383  0.26129  -1.62643
C  0.51646  0.96854  -0.57639
O  1.48914  1.54905  -1.40261
C  0.10018  2.04858  0.45817
O  -1.01844  1.32697  1.28752
C  1.15713  2.23275  1.52992
C  2.40454  1.61598  1.48130
C  3.30092  1.78311  2.52964
C  2.95343  2.54539  3.63432
C  1.71281  3.17426  3.68114
C  0.82708  3.03185  2.62829
C  -0.47312  3.37055  0.01763
C  -1.78445  3.75425  0.26031
C  -2.20070  5.04117  -0.05374
C  -1.31624  5.94451  -0.61811
C  -0.00080  5.56457  -0.85369
C  0.42755  4.29183  -0.51943
C  -1.87071  -0.12812  -1.43495
O  -1.83711  -0.79288  -0.05441
C  -2.91454  0.96929  -1.33302
C  -4.02163  0.77905  -0.50214
C  -5.03312  1.72967  -0.43773
C  -4.97701  2.85095  -1.25018
C  -3.90689  3.01368  -2.11801
C  -2.87296  2.08975  -2.15774
C  -2.25177  -1.23312  -2.39391
C  -3.25767  -1.05276  -3.33486
C  -3.56085  -2.07130  -4.22933
C  -2.88011  -3.27567  -4.17488
C  -1.88506  -3.46811  -3.22298
C  -1.56786  -2.45007  -2.34298
H  1.73952  0.24848  -4.49580
H  1.85259  -0.62033  -2.95684
H  3.04177  0.62315  -3.35514
H  1.00901  2.63515  -4.55648
H  2.26284  3.12633  -3.41304
H  0.55593  3.46831  -3.05547
H  0.11476  -0.70245  -1.75790
H  0.96475  0.16562  0.02566
H  2.71214  1.04348  0.61817
H  4.27914  1.32431  2.47275
H  3.65465  2.67203  4.44843
H  1.44706  3.79048  4.52936
H  -0.12783  3.54350  2.65395
H  -2.50036  3.06849  0.69536
H  -3.22242  5.33320  0.14918
H  -1.64263  6.94730  -0.85822
H  0.70161  6.27029  -1.27647
H  1.46366  4.01528  -0.66114
H  -4.16938  -0.15413  0.02849
H  -5.88083  1.56553  0.21381
H  -5.77453  3.58127  -1.22507
H  -3.86568  3.87739  -2.76838
H  -2.04734  2.23812  -2.83483
H  -3.80323  -0.12107  -3.38801
H  -4.33702  -1.91919  -4.96666
H  -3.12469  -4.06826  -4.86888
H  -1.35866  -4.41171  -3.17159
H  -0.79375  -2.61619  -1.60036
C  3.98918  -1.73972  -0.75781
C  3.43410  -2.71377  0.24572
C  2.31574  -3.49115  -0.04763
C  1.82756  -4.42450  0.85552
C  2.43942  -4.57372  2.09309
N  1.95004  -5.51001  3.05142
C  0.63152  -5.78384  3.30646
O  0.21943  -6.83922  3.70417
N  -0.27770  -4.72666  3.04846
C  -0.04962  -3.37285  3.16524
C  0.94187  -2.83047  3.99983
C  1.12556  -1.46336  4.06604
C  0.33084  -0.62376  3.31569
N  -0.61963  -1.14585  2.51671
C  -0.81310  -2.48263  2.43101
C  3.55652  -3.80700  2.40203
C  4.04988  -2.89520  1.48182
H  3.60877  -1.94564  -1.75737
H  5.07664  -1.79591  -0.79730
H  3.72837  -0.70828  -0.50569
H  1.85284  -3.40827  -1.02537
H  0.99030  -5.05855  0.59067
H  2.55543  -6.27657  3.31339
H  -1.23106  -5.05656  3.00138
H  1.54868  -3.49565  4.59864
H  1.87937  -1.03497  4.71087
H  0.43385  0.45214  3.34021
H  -1.57221  -2.83808  1.74309
H  4.05045  -3.94285  3.35696
H  4.94213  -2.32964  1.72307
F  -3.22555  -0.01315  2.42095

Charges obtained by Mulliken population analysis, quoted in units of e:
1. V 1.586
2. C -1.342
3. C 1.208
4. C -1.714
5. O -0.470
6. C 0.265
7. C -1.118
8. O -0.194
9. C 2.067
10. O -0.378
11. C -0.778
12. C 0.114
13. C -0.986
14. C -0.671
15. C -0.774
16. C -0.318
17. C 0.460
18. C 0.068
19. C -0.825
20. C -0.837
21. C -0.769
22. C -0.896
23. C 2.555
24. O -0.510
25. C -0.111
26. C -0.088
27. C -1.227
28. C -0.654
29. C -0.992
30. C 0.227
31. C 0.231
32. C -0.381
33. C -1.097
34. C -0.667
35. C -0.918
36. C -0.404
37. H 0.452
38. H 0.025
39. H 0.411
40. H 0.446
41. H 0.369
42. H 0.369
43. H -0.703
44. H 0.851
45. H 0.409
46. H 0.536
47. H 0.473
48. H 0.475
49. H 0.408
50. H 0.365
51. H 0.536
52. H 0.457
53. H 0.511
54. H 0.523
55. H 0.682
56. H 0.512
57. H 0.503
58. H 0.515
59. H 0.654
60. H 0.522
61. H 0.469
62. H 0.435
63. H 0.476
64. H 0.390
65. C -1.267
66. C 0.567
67. C -0.379
68. C -0.423
69. C 0.142
70. N -0.106
71. C 0.214
72. O -0.589
73. N -0.108
74. C -0.205
75. C -0.098
76. C -0.969
77. C -0.463
78. N 0.071
79. C -0.438
80. C -0.366
81. C -0.816
82. H 0.362
83. H 0.495
84. H 0.068
85. H 0.418
86. H 0.525
87. H 0.257
88. H 0.265
89. H 0.630
90. H 0.534
91. H 0.744
92. H 0.704
93. H 0.476
94. H 0.473
95. F -0.451